Formula: C4H8N2O
Source: the Open Molecules 2025 dataset
Level of theory: ωB97M-V/def2-TZVPD

Results
* total charge: 0
* LUMO energy (alpha / beta): -0.02 / -0.02 eV
* relative energy (zero: lowest compared OMol25 entry of this formula, charge and spin): 181.3 kcal/mol
* orbital gap (alpha / beta): 7.78 / 7.78 eV
* E_HOMO (alpha / beta): -7.80 / -7.80 eV
* E_tot: -341.71472 hartree

Each atom is followed by the atoms it is bonded to, with distances in Å.
Geometry (Å):
1 H 2.497 -0.480 -0.680  C15 1.089
2 H -2.652 0.171 0.481  C12 1.086
3 H -1.348 -1.892 -0.362  C11 1.087
4 H -0.321 -1.704 1.181  C11 1.083
5 O 0.331 0.150 -1.795  H6 0.969, N9 1.428
6 H -0.543 -0.200 -2.027  O5 0.969
7 N -0.853 0.905 1.597  C12 1.474, C14 1.305
8 H 2.123 1.211 -0.246  C15 1.097
9 N 0.466 -0.081 -0.393  O5 1.428, C14 1.701, C15 1.453
10 H -0.429 2.023 -0.210  C14 1.095
11 C -0.981 -1.262 0.444  H3 1.087, H4 1.083, C12 1.423
12 C -1.617 -0.025 0.746  H2 1.086, N7 1.474, C11 1.423, C14 1.603
13 H 1.996 -0.059 0.989  C15 1.090
14 C -0.532 1.084 0.344  N7 1.305, N9 1.701, H10 1.095, C12 1.603
15 C 1.862 0.160 -0.070  H1 1.089, H8 1.097, N9 1.453, H13 1.090

Atom charges from the Löwdin analysis, given in e for atoms 1 to 2: 0.087, 0.107

---

Formula: C4H8N2O2
Source: the Open Molecules 2025 dataset
Level of theory: ωB97M-V/def2-TZVPD

Results
* total charge: 0
* LUMO energy: -3.73 eV
* relative energy (zero: lowest compared OMol25 entry of this formula, charge and spin): 190.0 kcal/mol
* orbital gap: 5.39 eV
* E_HOMO: -9.12 eV
* E_tot: -416.95315 hartree

Each atom is followed by the atoms it is bonded to, with distances in Å.
Geometry (Å):
1 H -0.064 -1.498 -0.448  C4 1.090
2 H 2.919 0.108 1.322  C3 1.102
3 C 2.208 -0.667 0.994  H2 1.102, H11 1.111, O15 1.224
4 C -0.550 -0.573 -0.138  H1 1.090, C7 1.605, H10 1.104, N13 1.398
5 H -0.597 1.600 -0.424  C7 1.115
6 N 1.378 0.816 -0.281  C7 1.374, H9 1.022
7 C 0.083 0.775 -0.737  C4 1.605, H5 1.115, N6 1.374, H14 1.103
8 H -3.773 0.001 -0.486  C16 1.101
9 H 2.028 1.245 -0.943  N6 1.022
10 H -0.666 -0.542 0.959  C4 1.104
11 H 2.566 -1.304 0.158  C3 1.111
12 O -2.531 1.084 0.700  C16 1.219
13 N -1.853 -0.651 -0.636  C4 1.398, C16 1.352
14 H 0.082 0.594 -1.826  C7 1.103
15 O 1.535 -1.175 1.881  C3 1.224
16 C -2.763 0.188 -0.092  H8 1.101, O12 1.219, N13 1.352

Atom charges from the Löwdin analysis, given in e for atoms 1 to 2: 0.124, 0.081

---

Formula: C4H8N2O2
Source: the Open Molecules 2025 dataset
Level of theory: ωB97M-V/def2-TZVPD

Results
* total charge: 0
* LUMO energy (alpha / beta): 0.07 / -1.78 eV
* relative energy (zero: lowest compared OMol25 entry of this formula, charge and spin): 188.9 kcal/mol
* orbital gap (alpha / beta): 9.34 / 6.85 eV
* E_HOMO (alpha / beta): -9.27 / -8.64 eV
* E_tot: -416.95489 hartree

Each atom is followed by the atoms it is bonded to, with distances in Å.
Geometry (Å):
1 C -1.014 2.346 0.495  H2 1.128, H6 1.206, O13 1.400, H15 1.196
2 H -1.536 3.014 1.239  C1 1.128
3 C 1.388 0.046 -0.668  O10 1.255, H11 1.121, C12 1.408
4 H -0.090 -4.067 -0.620  N16 0.944
5 H 0.250 -0.124 2.105  N14 1.078
6 H -1.834 1.666 -0.071  C1 1.206
7 C 0.553 -2.290 -0.745  H9 0.981, C12 1.452, N16 1.286
8 H -0.545 -0.405 -1.246  C12 1.067
9 H 1.439 -2.389 -0.334  C7 0.981
10 O 1.232 1.288 -0.571  C3 1.255
11 H 2.403 -0.375 -0.445  C3 1.121
12 C 0.389 -0.876 -1.033  C3 1.408, C7 1.452, H8 1.067
13 O -0.046 1.543 1.109  C1 1.400, N14 1.279
14 N -0.454 0.384 1.466  H5 1.078, O13 1.279
15 H -0.659 3.054 -0.402  C1 1.196
16 N -0.321 -3.211 -0.944  H4 0.944, C7 1.286

Atom charges from the Löwdin analysis, given in e for atoms 1 to 2: -0.111, 0.091